Record 1
{
  "formula": "C15H12IMgN6O6S",
  "method": "ωB97M-V/def2-TZVPD",
  "total_charge": -1,
  "relative_energy_ev": 0.239,
  "symbols": ["Mg", "O", "C", "O", "C", "O", "O", "N", "C", "C", "C", "C", "C", "C", "S", "O", "O", "N", "C", "N", "C", "C", "C", "N", "H", "H", "H", "H", "H", "H", "H", "H", "H", "I", "C", "C", "N", "N", "C", "H", "H", "H"],
  "coordinates": [[0.2337, -0.1771, 0.2547], [-0.9004, 0.6798, 3.8281], [-0.4680, 0.2667, 2.7703], [-0.8437, 0.6485, 1.5837], [0.6938, -0.8400, 2.7674], [1.0422, -1.3327, 3.8192], [1.1699, -1.1077, 1.5854], [-1.2916, -0.2671, -7.9257], [-0.6127, -0.4748, -6.7224], [-0.1562, -1.7467, -6.3787], [0.5452, -1.9473, -5.2018], [0.8102, -0.8729, -4.3665], [0.3657, 0.4016, -4.6995], [-0.3413, 0.5992, -5.8708], [1.6746, -1.1158, -2.8524], [2.2717, -2.4169, -2.8888], [2.5583, 0.0300, -2.7051], [0.5829, -0.9228, -1.6803], [-0.4545, -1.8260, -1.5345], [-1.2143, -1.5411, -0.4507], [-2.2357, -2.3350, -0.1717], [-2.5517, -3.4170, -0.9681], [-1.7358, -3.6114, -2.0731], [-0.6980, -2.8430, -2.3750], [-1.7431, -1.0784, -8.3129], [-1.8736, 0.5528, -7.9576], [-0.3596, -2.5830, -7.0398], [0.8897, -2.9316, -4.9114], [0.5810, 1.2338, -4.0400], [-0.6857, 1.5929, -6.1373], [-2.8062, -2.0789, 0.7144], [-3.3845, -4.0672, -0.7447], [-1.9279, -4.4324, -2.7591], [3.2662, 5.0245, 1.8549], [2.6425, 3.3739, 0.7950], [3.2569, 2.8305, -0.3122], [2.5105, 1.7838, -0.6859], [1.4479, 1.6076, 0.1189], [1.5146, 2.5725, 1.0305], [4.1511, 3.1167, -0.8399], [2.6541, 1.1364, -1.4604], [0.7623, 2.6392, 1.8027]],
  "atomic_forces_ev_per_a": [[0.220, 0.699, -0.231], [-0.069, 0.057, 0.004], [0.124, -0.098, -0.144], [-0.256, 0.215, 0.748], [-0.105, 0.137, -0.219], [0.084, -0.093, 0.053], [0.169, -0.355, 0.874], [0.148, 0.011, 0.052], [-0.075, 0.014, -0.061], [-0.001, -0.045, -0.001], [0.033, 0.018, 0.022], [-0.103, 0.044, -0.084], [0.012, -0.068, -0.050], [-0.002, 0.037, 0.003], [-0.261, 0.179, 0.456], [0.048, -0.085, -0.047], [0.125, -0.141, -0.293], [-0.587, -0.898, -0.350], [0.204, 0.107, -0.387], [0.068, -0.340, -0.462], [0.093, 0.271, 0.156], [0.011, -0.080, -0.126], [-0.006, -0.015, -0.038], [0.075, 0.123, 0.041], [-0.026, -0.025, 0.021], [-0.030, 0.010, 0.026], [0.012, 0.027, 0.034], [-0.026, 0.055, -0.021], [-0.012, -0.033, -0.018], [0.013, -0.033, 0.015], [0.029, 0.004, 0.007], [0.032, 0.008, -0.018], [0.012, 0.016, 0.016], [-0.007, 0.002, 0.021], [-0.095, -0.027, 0.046], [-0.127, -0.075, -0.007], [-0.059, 0.282, 0.409], [0.391, 0.374, -0.196], [-0.041, -0.022, -0.022], [-0.030, -0.025, 0.001], [-0.028, -0.213, -0.173], [0.045, -0.022, -0.056]]
}

***

Record 2
{
  "formula": "C32H47HgN2O2P2",
  "method": "ωB97M-V/def2-TZVPD",
  "total_charge": 1,
  "relative_energy_ev": 0.000,
  "symbols": ["C", "C", "C", "C", "C", "H", "H", "H", "N", "P", "P", "C", "H", "H", "C", "O", "C", "H", "C", "C", "C", "C", "C", "H", "H", "H", "C", "H", "H", "H", "C", "H", "H", "H", "C", "H", "H", "H", "C", "H", "H", "H", "C", "H", "H", "H", "C", "H", "H", "H", "C", "H", "H", "H", "C", "H", "H", "H", "C", "H", "H", "H", "C", "H", "H", "H", "C", "H", "H", "H", "Hg", "N", "C", "C", "C", "C", "C", "H", "C", "H", "C", "H", "H", "H", "O", "C"],
  "coordinates": [[2.3691, -1.3286, -1.6288], [0.3464, -1.5253, -2.8428], [3.0782, -1.9624, -2.6512], [1.0605, -2.0446, -3.9556], [2.4154, -2.2866, -3.8385], [4.1329, -2.1635, -2.5013], [0.4883, -2.2732, -4.8535], [2.9695, -2.7286, -4.6613], [1.0494, -1.1536, -1.7178], [2.3670, 0.7824, 0.2331], [-1.9302, -1.1872, -1.3109], [3.0840, -0.8140, -0.3672], [2.9723, -1.5480, 0.4451], [4.1610, -0.6961, -0.5536], [-1.2974, 1.3681, 1.8445], [-1.8178, 0.8886, 2.8113], [-1.0700, -1.4117, -2.8279], [-1.5870, -1.4850, -3.7859], [-2.3081, -2.9027, -0.5934], [-3.5054, -0.2199, -1.6386], [2.9599, 1.0955, 2.0074], [3.0726, 2.0376, -0.9974], [-2.6126, -2.7494, 0.9092], [-3.5777, -2.2633, 1.0938], [-2.6420, -3.7518, 1.3627], [-1.8355, -2.1727, 1.4184], [-3.4972, -3.5726, -1.3014], [-4.4567, -3.0831, -1.0938], [-3.3416, -3.6297, -2.3867], [-3.5770, -4.6053, -0.9258], [-1.0867, -3.8165, -0.7933], [-1.2554, -4.7570, -0.2447], [-0.9349, -4.0588, -1.8533], [-0.1742, -3.3642, -0.4019], [-4.3985, -0.2592, -0.3820], [-3.8487, 0.0754, 0.5097], [-5.2411, 0.4313, -0.5392], [-4.8175, -1.2554, -0.1907], [-3.1378, 1.2466, -1.9368], [-2.7165, 1.7503, -1.0580], [-2.4169, 1.3264, -2.7597], [-4.0551, 1.7806, -2.2255], [-4.2470, -0.7902, -2.8530], [-4.5698, -1.8268, -2.7122], [-5.1495, -0.1811, -3.0136], [-3.6327, -0.7384, -3.7589], [2.7564, 3.4612, -0.5064], [3.0207, 4.1662, -1.3099], [1.6881, 3.5909, -0.2834], [3.3464, 3.7419, 0.3758], [2.4057, 1.8381, -2.3715], [2.6997, 0.8895, -2.8361], [1.3108, 1.8776, -2.3099], [2.7393, 2.6518, -3.0341], [4.5892, 1.8758, -1.1898], [4.9187, 2.6484, -1.9018], [5.1583, 2.0146, -0.2647], [4.8510, 0.8988, -1.6130], [2.6745, -0.1251, 2.8940], [3.1904, -1.0270, 2.5435], [3.0343, 0.0959, 3.9108], [1.6043, -0.3390, 2.9560], [2.1630, 2.2862, 2.5722], [1.0840, 2.0895, 2.5582], [2.4721, 2.4399, 3.6171], [2.3421, 3.2165, 2.0220], [4.4657, 1.3829, 2.0661], [5.0562, 0.5867, 1.5906], [4.7365, 2.3528, 1.6289], [4.7645, 1.4186, 3.1264], [-0.1630, 0.2643, -0.1100], [0.4594, -1.7881, 1.4066], [0.8113, -2.8242, 1.8377], [1.2082, -4.0384, 2.4489], [1.2909, -4.0939, 3.8511], [1.5112, -5.1733, 1.6713], [1.6633, -5.2836, 4.4732], [1.0588, -3.2025, 4.4385], [1.8688, -6.3625, 2.3073], [1.4650, -5.1134, 0.5820], [1.9457, -6.4175, 3.7032], [1.7306, -5.3263, 5.5621], [2.0890, -7.2506, 1.7120], [2.2269, -7.3489, 4.1960], [-0.8748, 3.4020, 0.5699], [-0.9179, 2.2455, 0.9476]],
  "atomic_forces_ev_per_a": [[0.347, -0.511, -0.544], [-0.408, 0.033, 0.693], [0.288, 0.515, 0.985], [0.387, -0.005, -0.027], [-0.764, 0.057, -0.162], [-0.036, 0.056, -0.193], [0.301, -0.025, 0.143], [-0.096, 0.044, 0.085], [-0.051, 0.099, -0.210], [0.259, 0.149, -0.281], [0.207, 0.214, -1.265], [-0.288, -0.302, 0.024], [-0.024, 0.184, -0.230], [-0.370, -0.053, 0.040], [-1.356, 1.297, 1.680], [1.084, -0.301, -1.618], [0.212, 0.332, 0.162], [0.002, -0.055, 0.417], [-0.145, 0.191, 0.620], [0.099, -0.168, 0.322], [-0.005, 0.112, -0.211], [-0.024, 0.138, 0.202], [-0.058, -0.205, 0.076], [0.277, -0.194, -0.040], [-0.054, 0.242, -0.030], [-0.200, -0.113, -0.047], [-0.067, -0.073, -0.038], [0.295, -0.136, -0.065], [-0.038, 0.019, 0.232], [0.072, 0.268, -0.070], [0.090, 0.043, -0.082], [-0.057, 0.252, -0.139], [-0.026, 0.130, 0.260], [-0.061, -0.036, -0.196], [-0.122, 0.140, -0.172], [-0.150, -0.080, -0.160], [0.194, -0.172, 0.086], [0.116, 0.350, -0.069], [0.109, -0.131, -0.012], [-0.111, -0.076, -0.109], [-0.141, -0.049, 0.106], [0.257, -0.098, 0.078], [-0.243, -0.032, -0.125], [0.083, 0.361, -0.067], [0.217, -0.142, -0.035], [-0.158, 0.045, 0.160], [0.072, 0.126, -0.092], [-0.096, -0.177, 0.229], [0.226, 0.009, -0.031], [-0.156, -0.090, -0.257], [-0.076, -0.102, 0.009], [-0.123, 0.180, 0.090], [0.147, 0.013, -0.051], [-0.106, -0.215, 0.208], [0.165, 0.083, 0.028], [-0.067, -0.242, 0.158], [-0.150, -0.011, -0.342], [-0.056, 0.256, -0.011], [-0.098, -0.093, -0.010], [-0.065, 0.152, 0.100], [-0.071, -0.023, -0.301], [0.166, 0.049, 0.004], [0.085, 0.094, 0.032], [0.282, 0.009, 0.100], [-0.115, -0.009, -0.260], [-0.051, -0.257, 0.232], [0.211, 0.097, 0.203], [-0.122, 0.231, 0.085], [-0.124, -0.314, 0.107], [-0.091, -0.010, -0.289], [0.700, -1.747, -1.170], [1.103, -2.871, 1.213], [-1.066, 3.166, -1.080], [0.377, -1.056, 0.347], [-0.005, -0.047, 0.012], [-0.015, 0.030, 0.160], [-0.004, 0.021, -0.157], [0.069, -0.315, -0.172], [-0.026, 0.185, 0.026], [-0.024, -0.038, 0.342], [-0.083, 0.222, -0.080], [-0.031, 0.006, -0.377], [-0.056, 0.313, 0.189], [-0.078, 0.268, -0.155], [0.549, -1.657, -0.229], [-1.040, 1.445, 1.017]]
}

***

Record 3
{
  "formula": "C18H41N7O4P2Rb",
  "method": "ωB97M-V/def2-TZVPD",
  "total_energy_ev": -57182.8352,
  "s_squared": 0.76,
  "spin_multiplicity": 2,
  "symbols": ["Rb", "C", "C", "C", "C", "C", "C", "N", "O", "O", "H", "H", "H", "H", "H", "O", "P", "N", "C", "C", "N", "C", "C", "N", "C", "C", "H", "H", "H", "H", "H", "H", "H", "H", "H", "H", "H", "H", "H", "H", "H", "H", "H", "H", "O", "P", "N", "C", "C", "N", "C", "C", "N", "C", "C", "H", "H", "H", "H", "H", "H", "H", "H", "H", "H", "H", "H", "H", "H", "H", "H", "H", "H"],
  "coordinates": [[7.6867, -10.1409, 8.5894], [1.0135, -10.0931, 8.0604], [0.8656, -11.4365, 7.9315], [1.9755, -12.2031, 7.9179], [3.2325, -11.6626, 7.8689], [3.3730, -10.2793, 8.0205], [2.2636, -9.4372, 8.1912], [4.4237, -12.5186, 7.7311], [5.5926, -12.0471, 7.7556], [4.2411, -13.7205, 7.4464], [0.1102, -9.5013, 8.0460], [-0.0685, -11.9758, 7.9871], [1.8124, -13.2568, 7.7457], [4.3064, -9.7570, 8.1703], [2.3484, -8.3766, 8.3768], [9.2622, -9.6043, 10.9460], [10.7046, -9.4100, 11.2444], [11.7733, -10.5469, 10.4740], [13.1859, -10.5701, 10.8151], [11.1951, -11.7275, 9.8035], [11.0057, -9.5672, 12.9708], [10.3554, -10.5984, 13.7858], [12.0088, -8.8502, 13.7466], [11.2254, -7.9105, 10.5935], [11.6092, -7.7334, 9.1855], [10.7978, -6.7824, 11.2757], [13.3214, -10.8488, 11.8601], [13.6166, -9.5688, 10.8184], [13.8150, -11.1560, 10.1449], [10.5989, -12.3390, 10.4809], [11.9047, -12.2405, 9.1544], [10.4947, -11.1625, 9.1885], [9.9718, -11.4120, 13.1703], [11.0402, -10.9116, 14.5739], [9.5263, -10.0569, 14.2413], [12.2989, -9.3368, 14.6778], [12.9544, -8.7913, 13.2077], [11.7026, -7.8355, 14.0008], [12.4188, -8.3942, 8.8757], [10.7602, -7.9792, 8.5475], [11.9131, -6.6930, 9.0710], [10.3724, -6.9776, 12.2601], [10.0170, -6.2804, 10.7044], [11.6583, -6.1174, 11.3499], [9.5426, -9.7210, 6.4575], [9.7167, -9.9205, 4.9435], [8.7746, -11.1226, 4.0986], [7.3426, -10.9703, 4.1460], [9.2803, -11.9563, 3.0096], [11.3680, -10.3633, 4.7298], [12.3607, -9.3265, 4.9349], [11.7824, -11.7237, 5.1707], [9.4554, -8.5062, 4.0414], [9.7237, -8.4307, 2.6356], [9.3371, -7.1607, 4.6253], [7.1134, -9.9835, 4.5484], [6.8532, -11.7363, 4.7476], [7.0074, -10.9670, 3.1088], [10.3114, -11.7084, 2.7575], [8.6161, -11.7778, 2.1640], [9.2725, -12.9841, 3.3726], [12.1349, -8.5577, 4.1959], [12.3263, -8.9705, 5.9645], [13.3872, -9.6760, 4.8243], [11.0209, -12.5035, 5.1551], [12.5204, -12.0312, 4.4298], [12.2787, -11.5835, 6.1310], [9.6212, -9.4025, 2.1528], [9.0979, -7.7078, 2.1122], [10.7768, -8.1936, 2.4846], [10.3242, -6.6985, 4.6370], [8.9506, -7.0817, 5.6414], [8.6441, -6.5811, 4.0155]],
  "atomic_forces_ev_per_a": [[-0.375, -0.424, -0.141], [-0.675, 2.897, 0.288], [-0.180, -0.315, 0.673], [0.088, -2.316, -1.098], [3.315, -0.403, 0.071], [-0.152, 1.780, 0.997], [-0.658, -2.677, -0.846], [-3.146, 1.053, 0.014], [1.811, 1.785, 0.334], [-0.471, -1.277, -0.134], [-0.128, 0.298, 0.229], [-0.369, 0.461, -0.300], [0.542, -0.215, 0.287], [0.523, -0.598, -0.320], [0.020, -0.017, -0.105], [0.337, -0.797, 0.053], [1.820, -0.438, 0.013], [-0.325, 0.707, 0.303], [-0.138, 0.830, 1.031], [-1.042, 2.109, 0.002], [0.846, 0.507, -1.636], [-0.943, 1.051, -0.657], [0.680, 0.677, -0.818], [1.055, -4.055, 0.880], [-0.380, -0.556, 0.588], [-0.500, 2.181, 0.359], [0.248, -0.713, 0.098], [-0.149, 0.353, -0.386], [-0.426, -0.259, 0.003], [0.429, -0.526, -0.087], [-0.009, -0.044, 0.383], [-0.444, -1.081, -0.733], [0.090, -0.080, 0.219], [-0.081, -0.367, -0.306], [-0.404, -0.668, 0.438], [-0.502, -0.301, -0.057], [0.068, 0.284, -0.227], [-0.045, 0.129, 0.064], [0.095, 0.036, 0.269], [-0.092, 0.301, -0.318], [-0.029, -0.065, -0.156], [0.216, -0.174, 0.001], [-0.237, 0.385, 0.022], [-0.157, 0.537, 0.419], [-0.962, -0.074, -2.571], [0.758, -0.520, 0.448], [2.510, 1.731, 1.553], [-0.040, 0.433, 0.052], [0.170, 0.225, 0.997], [-1.939, -1.281, -0.924], [-0.496, -0.086, 0.165], [0.624, 1.238, -0.695], [-0.775, -0.086, 1.917], [0.732, -0.950, -0.512], [0.260, -0.200, 0.162], [-0.264, -0.019, 0.164], [-0.141, -0.020, -0.111], [-0.493, -0.130, 0.053], [-0.082, 0.127, -0.050], [0.191, -0.421, -0.253], [-0.189, -0.303, -0.578], [0.401, 0.367, 0.347], [-0.155, 0.519, 0.150], [-0.138, -0.322, -0.518], [-0.287, 0.497, 0.338], [0.293, -0.250, 0.161], [-0.149, -0.625, 0.283], [-0.339, -0.051, 0.073], [-0.066, 0.002, 0.200], [0.193, 0.468, -0.282], [0.047, 0.404, -0.126], [0.048, -0.735, 0.010], [0.159, 0.068, -0.164]]
}

***

Number 1: M 555.6 g mol⁻¹. Number 2: M 754.3 g mol⁻¹. Number 3: M 567.0 g mol⁻¹.